Computed, not measured: a single C26H31NO2 molecule, with ωB97M-V with the def2-TZVPD basis set.

XYZ file:
```
60
C26H31NO2 ωB97M-V with the def2-TZVPD basis set
C -2.53 4.03 0.50
O -1.46 3.14 0.66
C -0.93 2.97 1.92
C -1.40 3.61 3.05
C -0.81 3.38 4.28
C 0.25 2.50 4.39
C 0.72 1.86 3.26
C 0.16 2.08 2.01
C 0.64 1.37 0.77
C 2.17 1.25 0.71
C 2.71 0.94 -0.69
N 2.42 -0.39 -1.20
C 1.40 -0.46 -2.24
C 1.85 0.27 -3.48
C 3.15 0.13 -3.93
C 3.57 0.80 -5.07
C 2.69 1.60 -5.77
C 1.38 1.74 -5.33
C 0.97 1.08 -4.18
C -0.09 0.04 0.71
C 0.30 -1.06 1.45
C -0.39 -2.26 1.40
C -1.52 -2.38 0.59
O -2.28 -3.50 0.43
C -1.98 -4.68 1.15
C -2.67 -5.82 0.41
C -2.49 -4.58 2.59
C -1.94 -1.26 -0.13
C -1.24 -0.08 -0.07
H -2.77 4.02 -0.56
H -2.26 5.05 0.79
H -3.41 3.71 1.07
H -2.23 4.30 2.99
H -1.20 3.88 5.16
H 0.71 2.32 5.35
H 1.56 1.18 3.35
H 0.32 1.96 -0.09
H 2.53 0.49 1.40
H 2.59 2.21 1.03
H 3.80 1.04 -0.65
H 2.34 1.68 -1.41
H 2.18 -1.01 -0.44
H 0.42 -0.06 -1.92
H 1.26 -1.52 -2.48
H 3.84 -0.49 -3.37
H 4.59 0.69 -5.42
H 3.01 2.12 -6.67
H 0.69 2.36 -5.87
H -0.05 1.20 -3.83
H 1.16 -1.01 2.10
H -0.04 -3.09 1.99
H -0.90 -4.86 1.15
H -3.75 -5.64 0.38
H -2.30 -5.87 -0.61
H -2.48 -6.76 0.91
H -3.57 -4.45 2.59
H -2.24 -5.49 3.14
H -2.04 -3.73 3.10
H -2.83 -1.35 -0.74
H -1.59 0.78 -0.63
```

Its relative energy (zero: lowest compared OMol25 entry of this formula, charge and spin) is 2.1989 eV. As for the SMILES: COc1ccccc1[C@@H](CCNCc1ccccc1)c1ccc(OC(C)C)cc1. The highest occupied orbital energy is -0.29593 hartree. The HOMO-LUMO gap is 0.3231 Eh. Its lowest unoccupied orbital energy is 0.7381 eV.